# 1
82
Properties=species:S:1:pos:R:3 method="wB97M-V/def2-TZVPD" gap_ev=5.29 e_lumo_ev=3.99 charge=-2 spin_multiplicity=1 fmax_ev_per_a=2.45
Pd 0.9029 -0.0009 -0.6824
C 0.8772 3.9437 5.4179
C 0.7123 3.3398 4.0553
C -0.0482 3.9637 3.0726
C -0.2124 3.3814 1.8461
C 0.3673 2.1270 1.5047
N -0.0211 1.5252 0.3810
C -0.8643 2.1633 -0.5125
C -2.2458 2.1270 -0.2651
C -3.1362 2.8205 -1.0511
C -2.6800 3.5882 -2.1168
C -3.6266 4.3918 -2.9602
C -1.3231 3.5821 -2.4068
C -0.4089 2.8688 -1.6456
C 1.0836 2.8153 -2.0455
O 1.9214 2.1788 -1.2703
C 1.1385 2.1165 -3.4605
F 2.3335 2.2608 -4.0560
F 0.9457 0.7934 -3.2799
F 0.2401 2.4759 -4.4154
C 1.5848 4.2940 -2.2733
F 1.2213 4.8616 -3.4578
F 2.9161 4.3920 -2.2443
F 1.1235 5.1429 -1.3366
C 1.2642 1.5772 2.4619
C 1.3604 2.1639 3.7149
C 2.1460 0.3530 2.1726
O 2.4691 0.0286 0.9277
C 1.4174 -0.8903 2.7907
F 0.8522 -0.7211 4.0059
F 0.4266 -1.2838 1.9757
F 2.2247 -1.9649 2.9337
C 3.5016 0.5101 2.9578
F 4.4671 -0.2701 2.4519
F 3.4681 0.1538 4.2748
F 3.9958 1.7525 2.9423
H -0.0860 4.2517 5.8250
H 1.5160 4.8275 5.3719
H 1.3354 3.2282 6.0963
H -0.5278 4.9134 3.2785
H -0.8116 3.8764 1.0945
H -2.5809 1.5418 0.5786
H -4.1948 2.7885 -0.8248
H -4.5267 4.6367 -2.4006
H -3.9163 3.8228 -3.8434
H -3.1581 5.3150 -3.2954
H -0.9864 4.1664 -3.2503
H 1.9694 1.7053 4.4800
N -7.8435 -4.8427 -0.5190
C -6.8457 -4.2533 -0.5405
C -5.6456 -3.5486 -0.5861
C -4.4850 -4.0456 0.0429
C -3.3140 -3.3374 0.0007
C -3.2304 -2.0975 -0.6670
C -4.3829 -1.6218 -1.3218
C -5.5591 -2.3251 -1.2831
C -2.0015 -1.4123 -0.7046
C -0.8581 -0.9944 -0.8205
H -4.5340 -4.9984 0.5556
H -2.4239 -3.7240 0.4777
H -4.3267 -0.6880 -1.8656
H -6.4423 -1.9559 -1.7910
C 4.2814 -2.3512 0.0527
N 3.2350 -3.3314 -0.0769
C 3.2520 -4.4098 0.8727
C 2.2329 -3.1778 -0.9793
S 2.1142 -1.8203 -1.9650
N 1.3890 -4.2956 -1.1330
C 0.0531 -3.9853 -1.6021
C 1.9840 -5.3801 -1.8957
H 5.1278 -2.6091 -0.5947
H 4.6125 -2.3103 1.0889
H 3.9084 -1.3619 -0.2179
H 3.3805 -4.0064 1.8802
H 4.0810 -5.0992 0.6629
H 2.3070 -4.9447 0.8202
H -0.3072 -3.1010 -1.0753
H -0.6015 -4.8311 -1.3814
H 0.0216 -3.7778 -2.6794
H 2.9667 -5.6242 -1.4969
H 2.0874 -5.1127 -2.9573
H 1.3377 -6.2574 -1.8174

***

# 2
16
Properties=species:S:1:pos:R:3 method="wB97M-V/def2-TZVPD" de_lowest_kj_mol=18.7 gap_ev=8.31 e_lumo_ev=0.33 spin_multiplicity=1 fmax_ev_per_a=0.96 smiles=CP(C)#[PH]P(O)O
C 1.4042 0.7511 0.8771
P 1.1719 0.3662 -0.9077
C 1.0992 -1.4699 -0.9460
P -0.7861 1.0355 -1.5890
P -2.5220 0.4019 -0.3501
O -2.2642 1.1317 1.1050
O -2.1425 -1.1690 -0.0667
H 2.3564 0.3059 1.1802
H 0.6303 0.3484 1.5381
H 1.4680 1.8285 1.0231
H 1.1902 -1.7856 -1.9849
H 1.9491 -1.8382 -0.3686
H 0.1824 -1.8716 -0.5199
H -0.7218 2.3836 -1.1958
H -1.4271 0.8718 1.4997
H -1.5881 -1.2902 0.7056

***

# 3
72
Properties=species:S:1:pos:R:3 method="wB97M-V/def2-TZVPD" de_lowest_kj_mol=76.2 gap_ev=6.27 e_lumo_ev=-1.15 spin_multiplicity=1 fmax_ev_per_a=0.79
Pd 1.3223 1.1334 -2.2894
C -3.6048 0.7100 2.7528
C -2.1288 0.3374 2.5631
C -2.0543 -0.8974 1.6614
C -1.5032 -0.0328 3.9192
C -1.3754 1.5320 1.9739
C -1.3601 2.7646 2.6598
C -0.6885 3.8704 2.1804
C 0.0342 3.7433 0.9939
S 0.9423 4.9318 0.1047
C 1.3565 3.7315 -1.0606
N 0.9198 2.5404 -0.7853
C 0.0832 2.5232 0.3292
C -0.6675 1.4393 0.7903
C 1.9976 3.9181 -2.3464
C 2.6185 5.0968 -2.7425
C 3.2083 5.1690 -3.9933
C 3.1753 4.0567 -4.8268
C 2.5497 2.8794 -4.4265
C 1.9456 2.7930 -3.1857
H -4.1487 -0.1403 3.1680
H -4.0648 0.9811 1.7980
H -3.7286 1.5494 3.4393
H -2.5857 -1.7211 2.1386
H -1.0252 -1.2308 1.5109
H -2.5228 -0.7150 0.6855
H -2.0320 -0.8774 4.3628
H -1.5448 0.8019 4.6227
H -0.4619 -0.3404 3.8082
H -1.9042 2.8573 3.5912
H -0.7205 4.8107 2.7150
H -0.6604 0.5213 0.2213
H 2.6454 5.9474 -2.0704
H 3.6966 6.0783 -4.3162
H 3.6420 4.1016 -5.8027
H 2.5396 2.0333 -5.1002
C -2.8952 1.8908 -3.2617
N -1.6113 1.5290 -3.8329
C -0.9192 0.4259 -3.5302
S 0.5942 0.1167 -4.3346
N -1.4415 -0.3775 -2.6060
C -1.0230 -1.7444 -2.3088
H -3.1940 2.8513 -3.6695
H -2.8222 2.0000 -2.1760
H -3.6656 1.1546 -3.5038
H -1.2369 2.0719 -4.5921
H -2.2864 -0.0682 -2.1502
H -0.0824 -1.9411 -2.8059
H -1.7724 -2.4482 -2.6686
H -0.8969 -1.8742 -1.2345
O -1.5889 -5.1823 4.5215
S -0.3813 -4.4192 4.7804
O -0.5330 -2.9805 4.6164
O 0.3863 -4.8242 5.9382
C 0.6750 -4.8956 3.3754
N 1.0346 -6.1843 3.2165
C 1.7349 -6.4627 2.1270
C 2.0801 -5.5099 1.1730
C 1.6852 -4.2199 1.4392
N 1.0012 -3.9192 2.5356
C 1.8675 -3.0363 0.5551
C 2.2335 -3.0672 -0.7872
C 2.1426 -1.9041 -1.5367
N 1.7438 -0.7366 -1.0203
C 1.5474 -0.6902 0.3014
C 1.5741 -1.7964 1.1080
H 2.0283 -7.4997 1.9965
H 2.6350 -5.7861 0.2852
H 2.5074 -3.9922 -1.2776
H 2.3262 -1.9167 -2.6045
H 1.3341 0.2752 0.7282
H 1.3241 -1.7356 2.1595